Below is a 3-piece molecular cluster, C5H14N2 overall, with properties calculated with ωB97M-V/def2-TZVPD.

Each line ends with the Mulliken charge.
CARTESIAN COORDINATES (ANGSTROEM)
1 C 0.42 0.38 0.30  0.859
2 C 1.56 -1.84 -0.27  -1.186
3 C -1.19 -1.06 -0.77  -1.033
4 C -1.92 1.16 0.94  -1.178
5 C 0.72 1.21 -0.92  -1.350
6 N -0.42 -0.63 0.38  -0.519
7 N 1.09 0.71 1.42  -0.368
8 H 0.96 0.14 2.25  0.244
9 H 1.80 1.42 1.43  0.177
10 H -2.25 -1.00 -0.51  0.374
11 H 2.47 -1.37 0.08  0.423
12 H 1.21 -2.67 0.33  0.317
13 H 1.49 -1.97 -1.35  0.391
14 H -1.03 -0.49 -1.69  0.314
15 H -0.96 -2.11 -0.97  0.380
16 H 1.12 0.58 -1.70  0.285
17 H -0.20 1.68 -1.27  0.277
18 H -2.43 0.47 1.59  0.318
19 H -1.42 1.99 1.43  0.424
20 H -2.44 1.41 0.02  0.391
21 H 1.44 2.00 -0.70  0.459

Values from the calculation:
Relative energy (zero: lowest compared OMol25 entry of this formula, charge and spin): 533.64 kJ/mol
LUMO (spin up / spin down): 0.90 / 0.90 eV